Record 1
Entry from OMol25: a gas-phase ion, C6H17N2S (charge +1) (ωB97M-V with the def2-TZVPD basis set).

The geometry in XYZ format:
```
26
Properties=species:S:1:pos:R:3:forces:R:3
C 2.08578 1.27453 0.41088 -1.180 -1.866 0.606
C 0.42336 2.69328 -1.04224 -0.793 -2.534 -0.385
C 0.24229 -1.62288 -1.66103 -2.523 2.164 -2.068
C -0.38848 1.20368 0.86049 -2.763 0.956 -1.530
C -1.27018 -2.53536 0.23109 1.400 1.387 -4.695
C 0.72506 2.03263 0.35316 1.789 0.679 -1.799
N -0.34937 -1.30786 -0.32433 -1.819 -1.301 -0.113
N -1.90896 -2.02546 1.42316 -0.123 -0.127 1.597
S -1.30300 0.14894 -0.27806 0.640 -1.063 -0.506
H 2.50777 1.18603 1.41914 -0.031 0.866 0.012
H 1.87122 0.17306 0.29181 0.356 0.933 -0.843
H 2.83725 1.63831 -0.27892 -0.020 -0.051 -0.094
H -0.20942 1.93974 -1.69064 2.050 1.184 0.605
H 1.32486 3.14018 -1.52994 -1.020 -0.511 0.324
H -0.36394 3.38508 -0.87049 -0.314 1.364 0.133
H -0.44657 -1.92001 -2.52601 -0.162 -0.104 1.576
H 0.60225 -0.70103 -2.19827 0.421 -0.705 1.398
H 0.93020 -2.39231 -1.61801 1.777 -1.266 0.463
H -0.13945 0.62309 1.67043 0.680 -1.251 2.110
H -1.33476 1.75143 1.10162 1.016 0.488 0.393
H -2.00159 -2.90674 -0.65810 1.279 1.048 2.473
H -0.49900 -3.27491 0.35066 -0.206 -0.574 0.687
H 0.80789 2.87681 0.99659 0.066 0.666 0.869
H -1.93799 -0.95252 1.25648 0.085 -0.304 -0.240
H -1.32536 -2.20126 2.33218 -1.846 0.032 -1.929
H -2.92571 -2.28654 1.39674 1.238 -0.108 0.955
```
Positions in Å, forces in eV/Å.

The calculation puts the maximum force at 5.1 eV/A. The calculation puts the gap between HOMO and LUMO at 9.55 eV. As for the spin multiplicity: 1. The net charge is +1. As for the SMILES: CC(C)CSN(C)C[NH3+]. The energy relative to the best compared isomer or geometry (same formula, charge and spin) is 13.9 kcal per mole. The value obtained for the LUMO energy is -3.487 eV.



Record 2
Entry from OMol25: 2 unconnected molecules or ions with the total composition C6H17NO3 (ωB97M-V with the def2-TZVPD basis set).

The geometry in XYZ format:
```
27
Properties=species:S:1:pos:R:3:forces:R:3
C 1.71123 2.46839 -1.69144 0.387 0.141 -0.496
O 0.57286 1.78447 -1.20536 0.338 0.001 -0.486
C 0.05881 0.89485 -2.19212 -0.045 -0.156 0.197
C -1.32105 0.43943 -1.73577 -0.250 0.362 0.306
N -1.42149 -0.06244 -0.36518 0.366 -0.231 -0.530
C -0.91906 -1.42316 -0.23323 -0.501 -0.370 0.673
C -0.88916 -1.90668 1.21255 0.575 -0.735 -0.074
O 0.30038 -1.42817 1.84480 -0.468 0.405 0.038
C 0.31540 -1.61284 3.25429 0.280 0.445 -0.421
H 2.22304 3.00679 -0.89664 -0.381 0.049 0.198
H 1.41879 3.15802 -2.49095 -0.006 0.131 0.138
H 2.46590 1.80209 -2.13010 -0.215 -0.272 0.107
H 0.76175 0.06670 -2.34672 -0.011 -0.067 0.179
H -0.02686 1.40107 -3.16091 -0.058 0.132 0.048
H -1.69860 -0.31096 -2.43410 -0.003 -0.061 0.054
H -1.99145 1.30075 -1.80234 0.041 0.005 -0.087
H -0.96022 0.58775 0.26007 0.033 -0.067 0.091
H 0.07085 -1.64063 -0.65380 0.110 0.288 -0.095
H -1.63349 -2.06513 -0.75775 0.073 -0.064 -0.074
H -0.80785 -3.00339 1.24711 -0.181 0.013 -0.293
H -1.80620 -1.66874 1.76118 0.124 0.482 0.025
H 1.21304 -1.10808 3.61091 0.043 -0.150 0.025
H 0.37011 -2.67601 3.49637 -0.219 0.002 0.168
H -0.53648 -1.09825 3.70572 -0.147 -0.325 0.121
O 0.92104 1.30119 1.52754 -0.150 -0.347 -0.341
H 0.69384 0.35263 1.61571 0.268 0.359 0.061
H 0.91488 1.44035 0.56019 -0.003 0.029 0.469
```
Positions in Å, forces in eV/Å.

The calculation puts the maximum force at 0.9 eV/A. The calculation puts the gap between HOMO and LUMO at 9.90 eV. As for the spin multiplicity: 1. As for the SMILES: COCCNCCOC.O. The energy relative to the best compared isomer or geometry (same formula, charge and spin) is 56.8 kcal per mole. The value obtained for the LUMO energy is 0.969 eV.



Record 3
Entry from OMol25: a molecular structure, C6H17NOSi2 (ωB97M-V with the def2-TZVPD basis set).

The geometry in XYZ format:
```
27
Properties=species:S:1:pos:R:3:forces:R:3
C 0.04909 -1.52439 -0.49370 -0.607 -1.678 0.471
C 3.01533 -1.20661 -1.37659 0.459 -0.635 0.747
C 3.35435 0.54423 1.09617 -0.670 -0.103 0.678
C -0.85522 1.97467 -0.46711 -0.276 -4.479 -3.225
C -1.62046 0.08936 1.95778 -1.737 0.995 -0.135
C -3.63111 0.36766 -0.49787 -0.001 -0.926 1.909
N -1.24708 -1.18810 -0.59466 0.957 0.708 -0.347
O 0.73654 -0.99781 0.36252 1.455 0.640 0.247
Si 3.05534 -1.34758 0.52649 0.086 0.901 0.573
Si -1.82396 0.34656 0.13829 -0.027 0.976 -0.578
H 0.42314 -2.42915 -1.07969 -0.575 1.123 0.360
H 3.75967 -1.82055 -1.85559 0.326 -0.774 0.082
H 2.05354 -1.73018 -1.47550 0.467 0.730 -1.089
H 3.22588 -0.25089 -1.81837 -0.986 0.765 -0.252
H 4.32911 0.94822 0.79275 -0.316 0.028 -0.895
H 2.47367 1.22401 0.83490 1.347 -0.688 0.174
H 3.53848 0.61717 2.19317 -0.769 -0.321 -0.392
H -1.13155 2.77886 0.09739 -0.279 2.176 1.642
H 0.22246 1.67289 -0.49917 -0.806 0.809 0.223
H -1.22361 2.13972 -1.55265 0.727 -0.131 1.632
H -1.98684 -0.90757 2.22924 0.820 0.055 0.184
H -0.65740 0.45876 2.28483 0.239 -0.642 0.306
H -2.38418 0.76675 2.39477 0.348 -0.108 0.029
H -4.35357 0.23262 0.39802 1.009 0.161 -1.644
H -3.83288 1.28257 -1.00114 -0.326 0.924 -0.221
H -3.77609 -0.41976 -1.24599 -0.158 -0.053 0.330
H -1.71264 -1.62147 -1.34827 -0.707 -0.458 -0.809
```
Positions in Å, forces in eV/Å.

The calculation puts the maximum force at 5.5 eV/A. The calculation puts the gap between HOMO and LUMO at 7.46 eV. As for the spin multiplicity: 1. The energy relative to the best compared isomer or geometry (same formula, charge and spin) is 79.0 kcal per mole. The value obtained for the LUMO energy is 0.520 eV.



Record 4
Entry from OMol25: a molecular structure, C6H17NSi (ωB97M-V with the def2-TZVPD basis set).

The geometry in XYZ format:
```
25
Properties=species:S:1:pos:R:3:forces:R:3
C -2.01536 -0.00800 1.24042 2.586 -3.095 0.588
C -2.46568 0.29061 -1.02747 0.558 -1.491 -1.216
C 2.91838 -1.14125 0.91088 -0.992 0.148 1.202
C 1.18427 2.10799 -0.81932 -0.661 1.421 1.137
C -0.59191 -1.27028 -0.45895 0.784 3.542 0.460
C -1.99008 -0.83786 -0.08534 1.482 3.545 0.632
N 2.32612 0.14247 0.73513 0.079 0.013 -1.158
Si 1.35902 0.30274 -0.62653 -3.548 -0.664 0.711
H -1.02722 0.50787 1.28600 -1.076 0.426 -0.071
H -1.99714 -0.68128 2.12501 -0.284 0.403 -0.295
H -2.89843 0.53337 1.17743 -1.248 1.549 0.666
H -3.52974 0.33609 -1.13291 -0.803 0.608 0.644
H -2.16862 0.16526 -2.06212 0.448 -0.353 -0.368
H -1.94609 1.17738 -0.68675 -0.479 0.476 -0.057
H 2.90327 -1.59650 -0.04806 1.201 -0.659 -0.820
H 3.81663 -0.95024 1.45167 1.237 -0.846 -0.145
H 2.27446 -1.78013 1.48945 -0.206 -0.546 0.658
H 1.80871 2.66993 -0.12429 0.723 -0.549 0.241
H 1.43901 2.58961 -1.74948 -0.633 -0.110 -0.621
H 0.23094 2.41495 -0.36385 -0.327 0.077 -1.008
H -0.18793 -1.83631 0.32116 0.856 -1.471 0.824
H -0.64806 -1.67855 -1.41764 0.585 -1.126 -1.441
H -2.61108 -1.66895 0.07182 -1.227 -1.179 -0.390
H 2.02930 0.59288 1.55363 -0.227 0.699 1.214
H 1.78722 -0.38177 -1.75992 1.171 -0.819 -1.386
```
Positions in Å, forces in eV/Å.

The calculation puts the maximum force at 4.1 eV/A. The calculation puts the gap between HOMO and LUMO at 8.80 eV. As for the spin multiplicity: 1. The energy relative to the best compared isomer or geometry (same formula, charge and spin) is 54.2 kcal per mole. The value obtained for the LUMO energy is 0.937 eV.



Record 5
Entry from OMol25: a molecular structure, C6H18AgF2NO11P2 (ωB97M-V with the def2-TZVPD basis set).

The geometry in XYZ format:
```
41
Properties=species:S:1:pos:R:3:forces:R:3
Ag 0.39174 -0.83297 0.78767 0.678 -0.929 1.080
F 1.06871 -0.16376 3.00403 -0.015 0.612 -0.207
F 0.60865 -3.17027 1.35995 -0.213 0.155 -0.227
N 0.57506 -0.82199 -2.36624 -0.607 0.315 0.053
O 0.48629 0.03129 -1.42137 0.186 -0.275 -0.513
O 0.75816 -2.01129 -2.13063 0.202 0.167 0.007
O 0.40364 -0.40926 -3.54069 0.194 0.023 -0.053
C 2.26240 2.52886 1.85154 -0.205 0.761 0.920
O 2.52460 2.34846 0.46640 -0.018 0.337 -0.217
P 3.38305 1.08904 0.09265 0.009 0.699 0.011
O 2.92655 -0.18125 0.59670 0.110 -1.100 0.145
O 3.50132 1.31904 -1.45117 0.212 -0.102 -0.262
C 3.71233 0.16092 -2.25915 -0.257 -0.105 -1.045
O 4.86794 1.44102 0.58959 0.562 0.160 0.086
C 5.25599 1.07547 1.91395 -0.075 0.410 0.156
H 2.26471 1.60169 2.43384 -0.384 -0.297 -0.167
H 1.28491 3.00449 1.93620 -0.084 -0.310 -0.039
H 2.97115 3.25215 2.28875 0.150 -0.179 -0.262
H 2.91716 0.11645 -3.00727 -0.099 0.040 0.202
H 3.68915 -0.76861 -1.69442 0.066 0.075 0.166
H 4.64477 0.28039 -2.82048 0.120 -0.037 0.341
H 4.55723 0.34424 2.32284 0.192 -0.135 0.048
H 5.26855 1.97055 2.54841 -0.216 -0.064 -0.066
H 6.28661 0.72076 1.89542 -0.096 -0.329 -0.161
C -4.45750 -3.09500 0.93836 0.365 0.012 -0.112
O -4.59122 -1.67189 0.83963 -0.237 -0.101 0.204
P -3.35783 -0.84127 0.29803 0.010 0.638 -0.528
O -2.05273 -1.10668 0.85486 -0.070 -0.140 0.306
O -3.50911 -1.04183 -1.27378 -0.113 0.264 -0.021
C -2.65669 -0.17702 -2.07999 0.363 -0.183 0.451
O -3.83816 0.66366 0.54930 -0.171 -0.322 0.181
C -5.14812 1.05612 0.16096 0.181 0.216 0.005
H -4.76298 -3.40012 1.93553 -0.148 0.002 0.000
H -3.41565 -3.39144 0.79949 -0.022 -0.035 -0.012
H -5.08567 -3.53836 0.16767 -0.020 -0.149 0.067
H -2.58936 -0.63210 -3.05988 -0.083 0.130 -0.119
H -1.65398 -0.10724 -1.64934 -0.061 -0.130 -0.032
H -3.06682 0.83444 -2.08750 -0.194 -0.089 -0.257
H -5.03976 1.86598 -0.56243 -0.174 -0.024 -0.041
H -5.67250 1.42569 1.04289 -0.020 0.000 -0.008
H -5.71259 0.23162 -0.27031 -0.017 0.019 -0.083
```
Positions in Å, forces in eV/Å.

The calculation puts the maximum force at 1.6 eV/A. The calculation puts the gap between HOMO and LUMO at 5.09 eV. As for the spin multiplicity: 1. The net charge is -2. The value obtained for the LUMO energy is 4.499 eV.



Record 6
Entry from OMol25: a molecular structure, C6H18B2BeCl14 (ωB97M-V with the def2-TZVPD basis set).

The geometry in XYZ format:
```
41
Properties=species:S:1:pos:R:3:forces:R:3
Be -12.22266 -8.74718 16.14519 3.833 0.847 0.469
B -11.53176 -7.17588 18.10537 -0.275 -1.481 -2.038
H -11.24927 -6.53217 18.92395 0.615 2.314 3.020
H -12.08999 -6.61702 17.37032 -2.542 2.687 -3.246
H -10.64597 -7.57140 17.63293 3.690 -1.567 -1.975
H -12.09438 -8.02339 18.46513 -2.685 -3.798 1.862
B -10.51688 -9.74556 14.60427 -1.225 1.421 0.373
H -11.18100 -10.41852 15.12419 -3.286 -3.275 2.248
H -9.66825 -10.23384 14.15078 2.760 -2.266 -1.443
H -11.04213 -9.11953 13.89968 -1.916 1.996 -2.829
H -10.05051 -9.08839 15.32182 1.764 2.911 3.247
C -6.82646 -8.67103 15.50671 0.354 0.050 0.559
Cl -7.72749 -7.33049 16.22049 -0.014 -0.019 -0.167
Cl -5.45288 -9.09086 16.58954 -0.284 0.130 -0.509
Cl -6.25238 -8.25248 13.88213 -0.193 -0.249 0.265
H -7.48084 -9.54268 15.49627 0.133 0.235 -0.323
C -10.44193 -13.46016 13.80613 0.132 -0.334 0.023
Cl -11.44040 -14.44139 14.90784 -0.143 0.330 -0.320
Cl -11.33113 -12.85166 12.37608 0.140 -0.516 0.741
Cl -9.03988 -14.46067 13.32299 -0.367 0.584 -0.009
H -10.10768 -12.60338 14.39121 0.054 -0.068 -0.416
C -8.31922 -9.46122 10.95752 0.259 -0.560 0.326
Cl -6.73424 -9.48380 10.16636 -0.177 0.213 -0.043
Cl -8.58626 -11.09999 11.73309 0.028 1.280 -0.616
H -8.31583 -8.67094 11.70822 0.078 -0.481 0.117
H -9.09434 -9.23028 10.22680 0.119 -0.478 0.073
C -13.06526 -9.78422 11.79403 0.147 0.796 -0.883
Cl -13.28807 -8.64180 10.40884 0.083 -0.416 0.392
Cl -13.76584 -9.05345 13.25149 -0.408 -0.165 0.223
H -13.60026 -10.68304 11.48741 0.201 0.079 0.537
H -11.99188 -9.88934 11.95182 -0.234 -0.215 0.070
C -10.03723 -6.58381 13.33557 -0.057 -0.334 0.464
Cl -10.50470 -6.95098 11.65070 0.059 0.304 0.809
Cl -11.43559 -6.35372 14.45380 0.105 0.117 -0.310
H -9.49113 -7.41845 13.77516 -0.079 -0.013 -0.344
H -9.43261 -5.67872 13.39331 -0.310 -0.067 -0.229
C -9.59988 -11.44185 17.71115 0.634 -0.732 0.169
Cl -8.26646 -10.31769 18.00209 -0.320 -0.079 -0.148
Cl -11.16846 -10.79315 18.22084 -0.001 -0.035 -0.304
H -9.60199 -11.78732 16.67735 -0.280 0.643 -0.054
H -9.36315 -12.32774 18.30043 -0.391 0.210 0.219
```
Positions in Å, forces in eV/Å.

The calculation puts the maximum force at 5.2 eV/A. The calculation puts the gap between HOMO and LUMO at 7.07 eV. As for the spin multiplicity: 1. The energy relative to the best compared isomer or geometry (same formula, charge and spin) is 49.0 kcal per mole. The value obtained for the LUMO energy is -3.634 eV.